101
Properties=species:S:1:pos:R:3:forces:R:3 method="wB97M-V/def2-TZVPD" charge=-1 gap_ev=5.82 de_lowest_ev=1.693
Ba 0.464772 0.218119 -0.848606 0.419 -0.027 0.343
C 4.859523 -5.195273 1.092024 0.024 -0.011 0.020
C 3.671057 -5.369209 1.794106 0.004 0.009 -0.017
C 2.482228 -4.895744 1.269003 0.023 0.023 0.030
C 2.496725 -4.234657 0.044843 0.077 0.144 0.194
C 3.682624 -4.031580 -0.646351 -0.079 0.051 0.011
C 4.864374 -4.536679 -0.128519 0.023 0.053 0.042
N 1.327235 -3.665731 -0.527862 -0.159 -0.066 -0.217
N 0.279197 -4.234702 -0.200752 0.001 -0.057 -0.105
C -0.893418 -3.664370 -0.786348 -0.074 0.050 0.101
C -1.950346 -4.533233 -1.032498 0.075 0.002 0.010
C -3.124906 -4.008160 -1.536868 -0.053 0.036 -0.036
C -3.218113 -2.639178 -1.745243 -0.028 -0.069 -0.002
C -2.115412 -1.855402 -1.452386 0.015 -0.051 0.044
N -0.967755 -2.358137 -0.992052 -0.033 0.160 0.051
H 5.791141 -5.550640 1.514696 -0.007 -0.008 -0.005
H 3.677575 -5.857256 2.760547 0.002 -0.003 -0.006
H 1.548784 -4.997106 1.805562 0.005 -0.006 -0.003
H 3.657959 -3.462850 -1.565493 0.013 0.043 -0.006
H 5.795520 -4.370513 -0.652592 0.008 -0.008 -0.017
H -1.830107 -5.586107 -0.819687 0.008 0.003 0.011
H -3.968777 -4.651787 -1.750277 0.014 -0.022 0.009
H -4.128815 -2.186100 -2.110994 0.021 0.043 0.000
H -2.172334 -0.773993 -1.564170 -0.130 0.020 -0.139
F 6.351397 -0.826277 3.364609 -0.001 0.013 -0.009
C 5.558183 -0.660692 2.267735 0.014 -0.027 -0.032
F 6.105718 -1.435217 1.315847 -0.041 -0.021 0.012
F 5.724854 0.616344 1.892960 -0.007 0.003 0.003
C 4.127950 -1.006707 2.584285 -0.049 -0.066 0.022
C 3.820697 -1.385267 3.873063 -0.012 0.017 0.005
C 2.506489 -1.680631 4.211944 0.007 -0.006 0.019
C 1.564870 -1.581237 3.207256 -0.074 -0.099 -0.036
N 1.827434 -1.245225 1.950438 0.005 0.181 -0.117
C 3.101187 -0.934077 1.594057 0.086 -0.012 -0.007
S 3.425607 -0.472546 -0.024534 0.037 0.010 -0.089
H 4.604499 -1.439897 4.615795 -0.014 -0.007 0.006
H 2.223849 -1.969655 5.214322 0.008 0.000 0.002
H 0.523303 -1.802852 3.429326 0.003 0.016 -0.001
C -4.121522 3.700694 5.433384 0.001 -0.002 -0.006
C -3.315792 3.555418 4.170384 -0.009 0.000 0.004
C -1.951697 3.836173 4.157800 0.009 0.005 -0.001
C -1.209173 3.722490 2.994496 0.003 -0.012 0.002
C -1.828855 3.316933 1.819290 0.003 0.023 0.014
C -3.183114 3.023013 1.814705 0.033 0.012 -0.024
C -3.917443 3.144608 2.986383 -0.011 0.000 0.004
S -0.848511 3.244320 0.328889 0.043 0.222 0.072
O 0.386479 2.581555 0.734749 -0.041 -0.082 -0.092
O -0.713255 4.611584 -0.119919 -0.065 -0.028 0.047
N -1.567324 2.262975 -0.648228 0.090 -0.374 -0.010
C -2.621666 2.532807 -1.485470 -0.008 -0.009 0.005
C -3.167386 3.809555 -1.728975 0.037 0.014 0.022
C -4.229515 3.925518 -2.595590 -0.028 -0.011 -0.035
C -4.742442 2.792632 -3.222397 0.000 0.018 0.011
C -4.141171 1.584897 -2.928755 0.018 -0.022 0.009
N -3.121662 1.438487 -2.084872 -0.011 0.005 -0.011
H -4.588766 4.686890 5.484806 0.000 0.001 0.003
H -3.493299 3.585930 6.316668 0.000 -0.002 0.000
H -4.917614 2.956931 5.481253 0.000 0.000 -0.001
H -1.461830 4.138606 5.076488 0.000 0.001 -0.001
H -0.146831 3.929735 2.990892 0.002 -0.003 -0.001
H -3.660436 2.692979 0.901727 -0.016 0.001 0.007
H -4.975240 2.905102 2.979338 0.001 -0.001 -0.004
H -2.727846 4.673032 -1.252000 -0.009 0.003 -0.008
H -4.655162 4.901969 -2.794686 0.004 0.003 0.004
H -5.568806 2.845938 -3.917265 0.000 0.003 0.000
H -4.493920 0.671054 -3.398824 -0.004 0.003 -0.002
C -2.062152 -2.670879 2.350626 0.022 0.029 -0.001
Sb -1.874530 -0.564342 1.928560 -0.104 0.015 -0.017
C -3.988932 -0.334969 1.538715 0.068 -0.003 0.034
C -1.862413 0.099947 3.977726 -0.004 -0.032 -0.038
H -2.734451 -2.835184 3.193357 0.003 0.017 0.008
H -1.088501 -3.110856 2.564720 -0.014 -0.023 -0.009
H -2.473060 -3.159536 1.466378 -0.011 -0.010 0.009
H -4.492400 0.095006 2.404186 -0.017 -0.001 -0.004
H -4.413387 -1.315345 1.320783 -0.018 0.004 0.000
H -4.126945 0.313752 0.674455 -0.020 -0.005 -0.003
H -2.714976 0.756225 4.147969 0.005 0.018 0.004
H -0.947058 0.656895 4.169681 0.003 -0.006 0.018
H -1.917915 -0.754665 4.652238 -0.011 -0.001 -0.001
C 2.112998 3.177015 -2.436742 0.045 -0.022 -0.029
N 2.157258 3.341947 -3.877695 0.001 -0.012 -0.011
C 3.510666 3.201572 -4.373719 -0.008 -0.007 -0.009
C 1.199544 2.503976 -4.610855 -0.008 0.027 0.025
C 1.483174 1.013929 -4.618780 -0.002 0.019 0.038
C 2.096924 0.455585 -5.736846 -0.004 0.005 -0.006
C 2.413245 -0.899172 -5.777546 -0.008 -0.004 -0.008
C 2.118510 -1.689200 -4.678871 0.005 0.005 0.014
C 1.510457 -1.107387 -3.565491 0.006 -0.016 -0.053
C 1.156350 0.246812 -3.482205 -0.058 -0.091 -0.072
H 2.728418 3.948987 -1.969218 -0.031 0.016 0.014
H 2.500153 2.201263 -2.099618 -0.011 -0.005 -0.001
H 1.088661 3.301655 -2.081405 -0.007 0.004 0.006
H 4.148947 3.949697 -3.897840 0.001 -0.001 0.002
H 3.527141 3.372044 -5.453127 0.000 0.002 0.000
H 3.944380 2.207942 -4.181918 0.001 0.000 0.003
H 1.175294 2.885263 -5.638638 -0.011 -0.008 -0.003
H 0.216690 2.677456 -4.164927 0.002 0.004 -0.005
H 2.333114 1.084807 -6.592277 0.003 -0.005 -0.003
H 2.885642 -1.326370 -6.655173 0.002 0.001 0.001
H 2.360785 -2.747901 -4.685498 0.001 -0.002 -0.006
H 1.317401 -1.783570 -2.722462 0.004 0.010 0.001